(1)
DFT (ωB97M-V/def2-TZVPD) results for C21H56AsF6O21S7 as an isolated structure in a non-equilibrium geometry.

- Orbital gap (spin up / spin down): 0.0687 / 0.3339 Eh
- Multiplicity: 2
- Charge: -2
- Largest force on an atom: 0.07449 Eh/bohr
- Lowest unoccupied orbital energy (spin up / spin down): 3.069 / 3.018 eV

Atoms and positions in Å:
1 As -0.173 1.212 0.167
2 F 0.227 0.992 -1.580
3 F -0.646 -0.575 0.264
4 F -0.430 1.371 1.943
5 F 0.248 2.921 0.163
6 F -1.949 1.635 -0.166
7 F 1.572 0.713 0.432
8 O 2.375 3.583 6.700
9 S 1.718 3.235 5.432
10 O 0.462 3.882 5.080
11 O 2.771 3.367 4.214
12 C 2.417 3.461 2.870
13 C 3.667 3.967 2.053
14 C 1.434 1.487 5.431
15 H 1.494 4.018 2.705
16 H 2.173 2.444 2.564
17 H 3.671 5.053 1.952
18 H 3.646 3.542 1.049
19 H 4.521 3.656 2.653
20 H 2.382 1.004 5.667
21 H 1.089 1.193 4.440
22 H 0.616 1.256 6.114
23 O -7.626 -1.920 2.675
24 S -6.517 -2.297 1.805
25 O -5.898 -1.412 0.840
26 O -5.318 -2.832 2.854
27 C -4.004 -2.934 2.387
28 C -3.212 -1.653 2.149
29 C -6.875 -4.008 1.071
30 H -3.934 -3.449 1.429
31 H -3.513 -3.490 3.187
32 H -3.716 -1.011 1.427
33 H -2.174 -1.907 1.934
34 H -3.138 -1.002 3.020
35 H -7.645 -4.006 0.300
36 H -7.325 -4.652 1.826
37 H -5.920 -4.464 0.809
38 O -3.797 4.188 4.453
39 S -3.922 2.747 4.639
40 O -4.468 2.207 5.914
41 O -4.850 2.120 3.379
42 C -4.295 2.104 2.103
43 C -5.493 2.219 1.029
44 C -2.241 1.968 4.333
45 H -3.763 1.157 2.015
46 H -3.638 2.964 1.975
47 H -5.971 3.199 1.038
48 H -6.325 1.514 1.025
49 H -5.139 2.139 0.001
50 H -2.327 0.916 4.064
51 H -1.553 2.173 5.153
52 H -1.838 2.418 3.425
53 O 5.352 -1.966 2.870
54 S 4.234 -1.091 2.872
55 O 3.655 -0.620 4.106
56 O 4.727 0.241 1.981
57 C 5.247 0.069 0.676
58 C 6.534 0.941 0.755
59 C 2.853 -1.818 1.830
60 H 4.626 0.501 -0.108
61 H 5.529 -0.969 0.495
62 H 6.220 1.979 0.652
63 H 7.172 0.708 -0.098
64 H 7.095 0.958 1.689
65 H 3.107 -1.978 0.783
66 H 1.969 -1.193 1.958
67 H 2.597 -2.781 2.272
68 O -2.311 -1.551 -4.611
69 S -3.349 -1.588 -3.582
70 O -4.750 -1.346 -3.931
71 O -3.272 -2.978 -2.736
72 C -4.187 -3.247 -1.698
73 C -4.169 -4.736 -1.395
74 C -2.871 -0.436 -2.239
75 H -5.204 -3.012 -2.012
76 H -3.949 -2.646 -0.821
77 H -5.143 -5.104 -1.073
78 H -3.310 -5.035 -0.793
79 H -4.127 -5.299 -2.327
80 H -3.824 -0.109 -1.823
81 H -2.350 0.374 -2.748
82 H -2.362 -1.009 -1.464
83 O 5.751 1.507 -2.414
84 S 4.761 2.604 -2.320
85 O 4.607 3.474 -1.138
86 O 5.237 3.681 -3.502
87 C 5.507 3.189 -4.791
88 C 5.835 4.486 -5.508
89 C 3.069 2.124 -2.979
90 H 4.595 2.796 -5.241
91 H 6.313 2.457 -4.835
92 H 6.044 4.240 -6.549
93 H 6.786 4.920 -5.199
94 H 5.010 5.187 -5.380
95 H 2.502 3.043 -3.133
96 H 2.623 1.454 -2.245
97 H 3.271 1.613 -3.921
98 O 2.759 -4.200 -2.606
99 S 2.277 -2.891 -2.881
100 O 3.096 -1.705 -2.620
101 O 1.826 -2.791 -4.503
102 C 1.196 -3.927 -5.142
103 C 0.334 -3.430 -6.367
104 C 0.558 -2.681 -2.220
105 H 0.578 -4.546 -4.492
106 H 1.964 -4.520 -5.638
107 H 0.342 -2.340 -6.384
108 H -0.673 -3.813 -6.205
109 H 0.584 -3.857 -7.338
110 H 0.294 -1.684 -2.574
111 H 0.472 -2.616 -1.135
112 H -0.108 -3.444 -2.622



(2)
DFT (ωB97M-V/def2-TZVPD) results for C28H27MoN3SSi as an isolated structure in a non-equilibrium geometry.

- Orbital gap (spin up / spin down): 0.2164 / 0.2062 Eh
- Multiplicity: 3
- Charge: +2
- Largest force on an atom: 0.06669 Eh/bohr
- Lowest unoccupied orbital energy (spin up / spin down): -7.470 / -7.767 eV

Atoms and positions in Å:
1 C 0.342 -0.364 1.775
2 C -0.934 -0.920 1.452
3 C -0.729 -2.005 0.513
4 H -1.879 -0.623 1.891
5 C 0.682 -2.117 0.268
6 C 1.346 -1.105 1.042
7 H 2.424 -0.977 1.143
8 H 0.522 0.404 2.517
9 H -1.499 -2.682 0.152
10 H 1.161 -2.863 -0.365
11 Mo -0.081 -0.137 -0.420
12 C -2.223 0.323 -1.098
13 H -1.770 -0.716 -1.333
14 H -2.222 1.092 -1.876
15 H -2.748 0.565 -0.157
16 Si -4.037 -1.217 -1.444
17 C -5.724 -0.429 -1.252
18 C -6.322 -0.342 0.018
19 H -5.798 -0.736 0.892
20 C -7.582 0.245 0.174
21 H -8.037 0.325 1.169
22 C -8.247 0.765 -0.944
23 H -9.218 1.242 -0.820
24 C -7.658 0.681 -2.215
25 H -8.189 1.084 -3.077
26 C -6.395 0.100 -2.367
27 H -5.948 0.044 -3.358
28 C -4.311 -2.974 -2.046
29 C -5.604 -3.510 -2.147
30 H -6.460 -2.840 -2.284
31 C -5.813 -4.888 -2.004
32 H -6.826 -5.291 -2.014
33 C -4.711 -5.746 -1.866
34 H -4.874 -6.815 -1.694
35 C -3.408 -5.234 -1.987
36 H -2.560 -5.924 -1.976
37 C -3.212 -3.853 -2.132
38 H -2.197 -3.459 -2.269
39 H -3.586 -1.471 -0.039
40 H -3.332 -0.429 -2.558
41 N 2.575 2.768 -1.901
42 C 3.070 2.989 -0.619
43 C 4.232 3.644 -0.240
44 C 4.692 3.426 1.071
45 C 3.985 2.573 1.937
46 C 2.820 1.916 1.534
47 C 2.350 2.131 0.231
48 N 1.419 1.430 -0.571
49 C 1.598 1.837 -1.851
50 C 1.001 1.117 -2.954
51 C 1.057 1.329 -4.315
52 S 0.140 0.105 -5.160
53 C -0.250 -0.643 -3.663
54 N 0.295 -0.027 -2.589
55 H 2.916 3.211 -2.758
56 H 4.738 4.287 -0.964
57 H 5.603 3.918 1.416
58 H 4.370 2.418 2.951
59 H 2.280 1.243 2.201
60 H 1.576 2.160 -4.773
61 H -0.865 -1.539 -3.589



(3)
DFT (ωB97M-V/def2-TZVPD) results for C28H70F3O10Zn as an isolated structure in a non-equilibrium geometry.

- Orbital gap: 0.3251 Eh
- Charge: +1
- Largest force on an atom: 0.04733 Eh/bohr
- Lowest unoccupied orbital energy: -2.745 eV

Atoms and positions in Å:
1 Zn -2.489 0.188 -0.468
2 C 0.785 -0.234 -0.525
3 O 1.291 -0.191 0.790
4 O -0.541 0.006 -0.482
5 C 1.632 0.729 -1.375
6 F 1.770 1.964 -0.835
7 F 2.857 0.189 -1.493
8 F 1.163 0.932 -2.625
9 C 1.945 -1.378 1.211
10 C 2.715 -1.069 2.481
11 H 2.090 -0.704 3.291
12 H 3.166 -1.988 2.870
13 H 3.567 -0.447 2.215
14 H 2.621 -1.776 0.451
15 H 1.203 -2.167 1.403
16 H 0.980 -1.226 -0.954
17 C -3.290 2.821 -3.425
18 C -2.206 2.808 -2.338
19 C -1.888 4.239 -1.934
20 O -2.743 2.156 -1.166
21 H -4.175 3.368 -3.110
22 H -3.541 1.769 -3.566
23 H -2.838 3.216 -4.333
24 H -1.303 2.346 -2.727
25 H -2.756 4.774 -1.529
26 H -1.566 4.823 -2.796
27 H -1.102 4.289 -1.180
28 H -3.224 2.804 -0.643
29 C -2.787 -2.530 -3.728
30 C -2.076 -1.288 -3.227
31 C -1.699 -0.338 -4.335
32 O -3.006 -0.593 -2.309
33 H -3.703 -2.352 -4.297
34 H -3.027 -3.214 -2.916
35 H -2.076 -3.014 -4.402
36 H -1.263 -1.568 -2.564
37 H -1.095 0.499 -3.980
38 H -2.586 -0.006 -4.879
39 H -1.054 -0.727 -5.129
40 H -3.817 -0.446 -2.812
41 C 1.100 -3.524 -2.311
42 C 0.782 -4.787 -3.121
43 C 1.602 -5.977 -2.642
44 O -0.619 -5.040 -2.818
45 H 0.543 -2.690 -2.749
46 H 2.169 -3.350 -2.446
47 H 0.788 -3.525 -1.270
48 H 0.784 -4.501 -4.176
49 H 1.509 -6.815 -3.330
50 H 1.360 -6.192 -1.606
51 H 2.648 -5.650 -2.666
52 H -0.931 -5.740 -3.402
53 C 3.268 4.049 -4.157
54 C 1.806 4.440 -4.023
55 C 0.901 3.563 -4.909
56 O 1.356 4.406 -2.670
57 H 3.683 4.541 -5.036
58 H 3.427 2.966 -4.207
59 H 3.886 4.310 -3.295
60 H 1.604 5.431 -4.434
61 H 1.052 2.498 -4.714
62 H 1.175 3.725 -5.955
63 H -0.142 3.847 -4.776
64 H 1.567 3.517 -2.357
65 C -2.536 -2.849 2.479
66 C -2.049 -2.237 1.174
67 C -1.529 -3.323 0.268
68 O -3.138 -1.534 0.471
69 H -3.243 -3.675 2.396
70 H -2.964 -2.106 3.159
71 H -1.637 -3.185 3.002
72 H -1.300 -1.475 1.385
73 H -2.218 -4.168 0.148
74 H -0.647 -3.768 0.739
75 H -1.267 -3.092 -0.764
76 H -3.914 -2.066 0.683
77 C 4.497 2.519 3.241
78 C 3.658 3.407 2.357
79 C 2.151 3.188 2.444
80 O 3.923 4.756 2.810
81 H 4.140 2.452 4.269
82 H 5.537 2.806 3.119
83 H 4.363 1.477 2.929
84 H 3.956 3.365 1.305
85 H 1.617 3.891 1.792
86 H 1.640 3.357 3.394
87 H 1.933 2.180 2.069
88 H 3.541 5.384 2.190
89 C -1.932 3.276 2.306
90 C -1.604 1.783 2.143
91 C -1.650 1.142 3.507
92 O -2.669 1.198 1.325
93 H -2.947 3.376 2.695
94 H -1.775 3.917 1.436
95 H -1.211 3.712 3.002
96 H -0.639 1.641 1.663
97 H -2.488 1.413 4.151
98 H -0.761 1.366 4.106
99 H -1.523 0.059 3.408
100 H -3.473 1.424 1.810
101 C 0.070 -4.172 6.167
102 C 1.063 -3.102 5.743
103 C 0.340 -1.769 5.503
104 O 2.123 -2.983 6.659
105 H -0.142 -3.998 7.229
106 H 0.535 -5.162 6.166
107 H -0.849 -4.284 5.595
108 H 1.528 -3.427 4.807
109 H 1.003 -1.032 5.057
110 H 0.024 -1.425 6.496
111 H -0.590 -1.857 4.940
112 H 1.798 -2.562 7.464



(4)
DFT (ωB97M-V/def2-TZVPD) results for one molecule with the formula C7H10.

- Orbital gap: 0.3826 Eh
- SMILES: C=C[C@H]1[C@H]2[C@@H](C)[C@@H]12
- Largest force on an atom: 0.00601 Eh/bohr
- Lowest unoccupied orbital energy: 1.215 eV

Atoms and positions in Å:
1 C 1.430 1.396 -1.004
2 C 1.309 1.048 0.274
3 C 1.072 -0.382 0.660
4 C -0.168 -1.037 1.193
5 C -1.124 -0.860 0.063
6 C -1.791 0.459 -0.288
7 C 0.286 -1.309 -0.205
8 H 1.647 2.411 -1.324
9 H 1.289 0.645 -1.779
10 H 1.455 1.780 1.068
11 H 1.970 -0.827 1.102
12 H -0.218 -1.747 2.009
13 H -1.824 -1.695 -0.031
14 H -2.100 0.484 -1.339
15 H -2.691 0.570 0.329
16 H -1.146 1.317 -0.101
17 H 0.603 -2.254 -0.627